[1]
DFT (ωB97M-V with the def2-TZVPD basis set) results for 11 unconnected molecules or ions with the total composition C36H69N9O8.

Last column: Mulliken charge in e.
Cartesian coordinates (Å):
1 C 22.3972 -26.1800 6.5765  -0.563
2 C 22.7091 -25.9977 5.2728  -0.573
3 C 22.5231 -27.1646 4.6202  -0.650
4 N 22.1422 -28.0831 5.5512  0.557
5 C 22.1661 -27.5292 6.8051  -0.373
6 H 22.4724 -25.4448 7.3640  0.361
7 H 23.0101 -25.0186 4.9303  0.464
8 H 22.6210 -27.5537 3.6175  0.487
9 H 21.9483 -29.0466 5.3183  0.275
10 H 22.0652 -28.1645 7.6726  0.396
11 C 21.6745 -30.5320 9.8171  -0.058
12 C 22.6132 -30.0780 10.7092  0.580
13 C 23.8110 -30.0032 9.9993  -1.812
14 N 23.5728 -30.4410 8.7497  2.199
15 C 22.2671 -30.7729 8.6197  -0.573
16 H 20.6781 -30.7873 10.1464  0.419
17 H 22.5462 -29.8420 11.7610  0.170
18 H 24.7808 -29.6011 10.2528  0.418
19 H 24.2918 -30.5956 8.0574  -0.579
20 H 21.8680 -31.2156 7.7192  -0.561
21 C 20.3826 -28.8400 13.5620  -0.590
22 C 19.7991 -29.9629 12.9969  -0.412
23 C 20.5790 -31.0957 13.2506  -0.802
24 N 21.6067 -30.6345 14.0517  0.008
25 C 21.5417 -29.2783 14.1544  -0.431
26 H 20.1002 -27.7988 13.6141  0.520
27 H 18.8373 -29.9190 12.5076  0.466
28 H 20.6140 -32.1175 12.9026  0.431
29 H 22.3508 -31.1886 14.4510  0.247
30 H 22.2948 -28.8009 14.7639  0.553
31 C 28.4085 -30.1032 8.4356  -0.708
32 N 27.9446 -31.3067 7.7695  0.253
33 C 28.5780 -32.4462 7.6728  0.907
34 C 28.0191 -33.6795 6.8347  -0.887
35 O 29.6399 -32.6116 8.2894  -0.728
36 H 28.3324 -29.2491 7.7626  0.276
37 H 29.4414 -30.0955 8.7837  0.445
38 H 27.6757 -29.8058 9.1857  0.016
39 H 26.9776 -31.2940 7.4782  -0.036
40 H 28.6244 -34.5577 7.0594  0.357
41 H 27.9413 -33.6029 5.7502  0.269
42 H 27.0393 -34.0159 7.1736  0.086
43 C 29.2694 -29.3394 12.3820  -0.878
44 N 27.9699 -29.7994 12.8681  -0.159
45 C 26.7624 -29.3134 12.5248  0.688
46 C 25.5993 -29.9765 13.1981  -0.349
47 O 26.5867 -28.3418 11.7863  -0.614
48 H 30.0266 -30.0292 12.7549  0.383
49 H 29.6466 -28.4481 12.8833  0.312
50 H 29.3567 -29.2708 11.2977  0.204
51 H 27.9552 -30.6371 13.4321  0.244
52 H 26.0248 -30.5824 13.9981  0.544
53 H 25.1349 -30.6348 12.4640  -0.106
54 H 24.9861 -29.1641 13.5881  -0.051
55 C 25.5469 -27.2776 8.0930  -0.503
56 N 25.5572 -26.6526 6.7188  -0.058
57 C 26.6198 -26.6850 5.9600  0.756
58 C 26.5411 -25.9776 4.5642  -1.067
59 O 27.6616 -27.2003 6.3635  -0.667
60 H 26.5275 -27.1860 8.5600  0.468
61 H 25.4943 -28.3643 8.0265  -0.253
62 H 24.7620 -26.8619 8.7249  0.275
63 H 24.6542 -26.4680 6.3058  0.036
64 H 27.5330 -25.6518 4.2510  0.372
65 H 25.7811 -25.1967 4.5381  0.306
66 H 26.2818 -26.8196 3.9224  0.200
67 C 25.4645 -26.0800 15.0127  -1.145
68 N 24.9666 -26.5008 13.6989  -0.135
69 C 23.7999 -26.1217 13.1149  0.435
70 C 23.3993 -26.7614 11.8664  0.370
71 O 23.0521 -25.3616 13.6207  -0.656
72 H 24.6402 -25.8480 15.6872  0.384
73 H 26.0181 -25.1546 14.8540  0.336
74 H 26.0684 -26.8299 15.5236  0.319
75 H 25.5259 -27.2698 13.3586  0.032
76 H 23.3909 -25.9607 11.1268  0.334
77 H 22.5048 -27.3555 12.0534  -0.149
78 H 24.1811 -27.4318 11.5096  -0.265
79 C 26.8856 -30.6760 4.3455  -0.708
80 N 25.9511 -31.7558 4.6169  -0.026
81 C 25.2273 -31.9026 5.7069  0.044
82 C 23.9519 -32.7832 5.7512  -0.493
83 O 25.4869 -31.2607 6.6978  -0.913
84 H 27.8541 -31.0268 3.9891  0.338
85 H 27.0005 -29.9691 5.1672  0.135
86 H 26.4661 -30.0474 3.5600  0.351
87 H 25.8132 -32.5280 3.9807  0.245
88 H 23.0223 -32.3140 6.0734  -0.401
89 H 24.2428 -33.6439 6.3534  0.309
90 H 23.6490 -33.1410 4.7672  0.520
91 C 17.9132 -32.4661 4.7385  -0.952
92 N 19.0411 -31.4996 4.6379  -0.169
93 C 19.5184 -30.7186 5.6026  0.552
94 C 18.6439 -30.4408 6.8352  -1.217
95 O 20.6293 -30.2104 5.5355  -0.659
96 H 17.4315 -32.4895 5.7160  0.362
97 H 18.2264 -33.4781 4.4819  0.297
98 H 17.1492 -32.1260 4.0394  0.328
99 H 19.5822 -31.4897 3.7852  0.273
100 H 18.9845 -29.5997 7.4390  0.264
101 H 18.6478 -31.3443 7.4449  0.228
102 H 17.6227 -30.2485 6.5061  0.502
103 C 25.4459 -35.6537 10.4726  -1.220
104 C 24.1241 -34.9614 10.2918  0.532
105 C 24.0570 -33.4738 10.2481  0.214
106 O 23.1100 -35.6524 10.2529  -0.602
107 H 25.3757 -36.6811 10.1155  0.365
108 H 25.6900 -35.6285 11.5346  0.304
109 H 26.2478 -35.1750 9.9106  0.296
110 H 25.0760 -33.1028 10.3579  0.157
111 H 23.3660 -33.0852 10.9963  0.164
112 H 23.6953 -33.2184 9.2521  -0.232
113 C 20.8521 -34.9978 6.1731  -0.960
114 C 19.7692 -34.7106 7.1379  0.673
115 C 20.1663 -33.8163 8.3210  -0.211
116 O 18.6783 -35.2958 7.1728  -0.614
117 H 20.4770 -35.5622 5.3194  0.376
118 H 21.6179 -35.6073 6.6528  0.374
119 H 21.2351 -34.0752 5.7370  0.086
120 H 20.6937 -32.9283 7.9726  -0.444
121 H 20.8132 -34.3789 8.9941  0.401
122 H 19.3469 -33.4093 8.9136  0.362

Force components x, y, z for each atom (eV/Å):
C 0.1 -0.9 3.9
C 0.3 2.4 -2.0
C -0.3 -1.8 -0.6
N 1.0 -0.1 0.2
C -0.6 0.1 -1.1
H 0.0 0.1 -0.1
H -0.1 -0.2 -0.6
H 0.1 0.6 -0.1
H -0.1 0.2 0.4
H -0.3 0.3 0.1
C -2.1 -0.9 0.6
C 2.5 0.8 0.6
C -0.2 0.3 0.8
N 0.4 0.0 -0.7
C -0.2 -0.5 -0.8
H -0.2 0.1 -0.5
H -0.4 0.1 -0.1
H 0.0 -0.1 0.2
H 0.0 0.0 -0.3
H 0.1 0.3 0.0
C 1.5 0.7 0.8
C -1.0 -1.4 -0.8
C 0.1 1.2 0.6
N 0.2 -0.3 -0.8
C 0.3 -0.2 1.1
H -0.4 -0.2 -0.3
H 0.1 -0.3 -0.3
H -0.5 0.1 0.1
H -0.2 0.1 -0.3
H -0.2 0.3 -0.1
C -0.4 0.9 -0.3
N -1.3 1.0 -0.4
C 2.2 -2.3 0.7
C -0.2 0.3 0.9
O -0.3 -0.4 -0.7
H 0.1 -0.1 -0.5
H -0.3 -0.7 0.2
H 0.3 -0.3 0.7
H 0.1 0.3 -0.4
H 0.5 0.4 0.0
H 0.2 0.6 0.0
H -0.4 0.5 0.2
C 0.6 -0.3 0.6
N 0.6 -0.2 -0.1
C 0.0 1.2 -0.5
C 0.9 -0.3 0.1
O 0.4 -0.6 0.2
H -0.2 -0.6 -0.4
H -0.7 0.6 -0.3
H -0.3 0.1 0.2
H 0.2 0.2 -0.1
H -0.6 -0.1 0.3
H -0.5 0.2 0.1
H -0.5 -0.5 -0.1
C 0.8 -0.1 -1.2
N -2.1 -0.5 2.4
C 2.2 0.8 -0.9
C 0.0 -1.4 1.1
O 0.2 -0.1 -0.5
H -0.1 0.7 -0.1
H -0.7 -0.1 -0.2
H 0.0 -0.1 -0.3
H 0.0 0.2 0.1
H -0.2 0.2 0.3
H 0.1 -0.1 -0.1
H -0.3 0.2 -0.5
C -1.0 1.0 -0.4
N 1.4 -1.2 1.0
C 1.4 -1.8 0.3
C 1.4 -1.0 -1.3
O -2.0 2.8 2.0
H -0.1 0.1 -0.1
H 0.3 0.0 0.4
H 0.1 -0.1 -0.5
H -0.4 0.4 -1.0
H -0.9 -0.2 -0.1
H -0.2 0.5 -0.5
H 0.0 -0.3 0.0
C 0.0 0.6 -0.5
N 0.0 -1.2 -1.2
C -2.1 0.3 0.5
C 1.0 -0.6 -1.3
O -0.3 1.2 1.8
H 0.0 -0.1 0.3
H 0.1 -0.6 0.4
H -0.1 -0.1 -0.3
H 0.2 0.6 -0.6
H 0.6 0.5 0.7
H -0.5 0.0 0.2
H 0.4 -0.3 -0.2
C 0.0 1.0 -0.5
N -1.0 -1.3 -0.2
C 0.0 0.9 1.8
C -0.1 -0.5 -0.7
O 0.2 -0.4 -0.4
H 0.5 0.1 0.0
H 0.1 0.1 0.0
H -0.1 -0.3 -0.1
H 0.0 -0.2 0.1
H 0.3 -0.1 -0.3
H -0.1 0.0 0.2
H -0.1 -0.1 0.1
C 0.2 0.0 -0.6
C -1.4 -1.5 0.4
C 0.6 -0.2 -0.3
O 0.6 0.8 -0.2
H -0.1 0.0 0.3
H 0.1 0.0 0.0
H 0.1 0.2 0.2
H -0.2 0.5 0.1
H 0.1 0.1 -0.1
H -0.1 0.3 0.0
C -0.3 -0.2 -1.4
C -2.2 -0.9 2.5
C -0.2 0.6 -0.6
O 1.8 1.1 -0.8
H -0.2 -0.2 0.1
H 0.2 0.3 0.1
H 0.4 0.1 0.4
H 0.4 -0.2 0.0
H 0.2 -0.1 -0.1
H -0.4 -0.5 -0.2

Results
- SMILES: c1cc[nH]c1.c1cc[nH]c1.c1cc[nH]c1.CNC(C)=O.CNC(C)=O.CNC(C)=O.CNC(C)=O.CNC(C)=O.CNC(C)=O.CC(C)=O.CC(C)=O
- Orbital gap: 8.13 eV
- ΔE to the lowest compared entry with this formula, charge and spin: 0.0 kJ/mol
- Total charge: 0
- E_HOMO: -8.09 eV
- LUMO: 0.04 eV


[2]
DFT (ωB97M-V with the def2-TZVPD basis set) results for a molecular structure, C36H70BaN15O4S.

Last column: Mulliken charge in e.
Cartesian coordinates (Å):
1 Ba 0.3608 -0.5315 0.4384  0.812
2 C -1.2001 -5.8417 1.0833  -0.896
3 N -1.5865 -5.1664 -0.1387  0.547
4 C -2.4275 -5.9184 -1.0493  -1.163
5 C -1.0314 -3.9470 -0.4777  -0.586
6 N -0.9608 -2.9386 0.3337  0.921
7 C -1.7576 -3.0038 1.5551  -0.678
8 C -2.1877 -1.6277 2.0526  -0.945
9 N -1.1142 -0.8203 2.6538  0.579
10 C -1.5695 0.5622 2.8513  -1.165
11 C -0.4824 1.5499 3.2472  -0.732
12 N 0.6065 1.5948 2.2607  0.780
13 C 1.4806 2.5501 2.3448  -0.154
14 N 2.7400 2.3796 1.8087  0.133
15 C 3.2792 3.3797 0.9011  -1.065
16 C 3.2851 1.0513 1.6280  -0.698
17 N 1.2903 3.7541 2.9751  0.428
18 C 2.3769 4.4714 3.6167  -1.163
19 C 0.0477 4.4938 2.8649  -1.094
20 C -0.5040 -1.4100 3.8493  -1.704
21 C 1.0083 -1.5023 3.6574  -0.159
22 N 1.3390 -2.2583 2.4534  0.725
23 C 1.9810 -3.3758 2.5482  -0.135
24 N 2.5357 -3.9535 1.4184  0.249
25 C 2.5504 -3.2679 0.1423  -0.533
26 C 2.5721 -5.3995 1.2626  -1.101
27 N 2.2160 -4.0923 3.7080  0.488
28 C 3.5396 -4.5808 4.0458  -1.206
29 C 1.1919 -4.3355 4.6980  -0.972
30 N -0.5530 -3.8629 -1.7625  0.382
31 C -0.1791 -2.6009 -2.3680  0.047
32 C 0.0619 -5.0134 -2.4082  -1.315
33 H -0.8594 -6.8548 0.8472  0.343
34 H -2.0230 -5.9200 1.8002  0.268
35 H -0.3744 -5.3116 1.5550  0.087
36 H -3.3489 -6.2082 -0.5389  0.376
37 H -1.9408 -6.8305 -1.4102  0.369
38 H -2.6910 -5.3008 -1.9043  0.324
39 H -1.2018 -3.5071 2.3510  -0.158
40 H -2.6792 -3.5770 1.4053  0.654
41 H -3.0229 -1.7500 2.7573  0.465
42 H -2.5807 -1.0578 1.2015  -0.123
43 H -2.3731 0.6136 3.6009  0.275
44 H -2.0222 0.8998 1.9138  0.010
45 H -0.0604 1.2791 4.2229  0.235
46 H -1.0073 2.4921 3.3850  0.678
47 H 2.7720 4.3292 1.0427  0.395
48 H 3.1398 3.0705 -0.1412  0.220
49 H 4.3466 3.5231 1.0769  0.311
50 H 3.0876 0.4383 2.5050  0.139
51 H 4.3625 1.1476 1.4926  0.385
52 H 2.9146 0.5372 0.7315  0.069
53 H 3.2260 3.8107 3.7676  0.341
54 H 2.0359 4.8339 4.5882  0.395
55 H 2.7033 5.3384 3.0326  0.358
56 H -0.6265 4.0069 2.1678  0.198
57 H 0.2629 5.5025 2.4982  0.410
58 H -0.4645 4.5868 3.8262  0.271
59 H -0.9262 -2.3985 4.0293  0.514
60 H -0.7354 -0.8116 4.7363  0.525
61 H 1.5022 -1.8818 4.5550  0.437
62 H 1.3648 -0.4792 3.5082  -0.386
63 H 2.7161 -2.2000 0.2349  0.169
64 H 1.6120 -3.4323 -0.4001  0.126
65 H 3.3686 -3.6623 -0.4617  0.497
66 H 2.3052 -5.8962 2.1900  0.396
67 H 3.5667 -5.7330 0.9586  0.296
68 H 1.8619 -5.7112 0.4876  0.207
69 H 4.2170 -4.4455 3.2075  0.338
70 H 3.5081 -5.6438 4.3024  0.363
71 H 3.9431 -4.0373 4.9057  0.355
72 H 0.2127 -4.1016 4.2877  0.109
73 H 1.3342 -3.7602 5.6184  0.316
74 H 1.1972 -5.3964 4.9657  0.373
75 H -0.7138 -1.7585 -1.9402  -0.761
76 H -0.4046 -2.6323 -3.4357  0.538
77 H 0.8984 -2.4190 -2.2652  0.183
78 H 0.0856 -5.8660 -1.7359  0.401
79 H 1.0920 -4.7689 -2.6828  0.362
80 H -0.4727 -5.2957 -3.3180  0.304
81 C 0.9155 -0.1000 -6.0789  -1.189
82 C 1.9025 1.0624 -5.9728  0.709
83 C 1.2172 2.3769 -5.5974  -1.309
84 C 3.1192 0.7386 -5.1089  -0.802
85 N 2.8451 0.3490 -3.7162  0.832
86 C 1.7748 0.4373 -2.9246  -0.772
87 N 2.1061 -0.0559 -1.7470  1.090
88 N 3.3978 -0.4403 -1.8416  -0.356
89 N 3.8460 -0.2094 -3.0145  -1.140
90 H 0.1903 0.1001 -6.8674  0.440
91 H 0.3452 -0.2346 -5.1601  0.104
92 H 1.4286 -1.0328 -6.3237  0.366
93 H 2.3483 1.2040 -6.9628  0.268
94 H 0.6344 2.2960 -4.6812  0.218
95 H 0.5190 2.6663 -6.3829  0.424
96 H 1.9472 3.1815 -5.4881  0.375
97 H 3.7936 1.5945 -5.0696  0.282
98 H 3.6695 -0.1004 -5.5325  0.391
99 H 0.7899 0.8043 -3.2034  0.072
100 C -2.9268 8.2980 -2.6951  -1.450
101 C -3.1255 7.0740 -1.8460  0.909
102 C -2.0464 6.4473 -1.2264  -1.037
103 C -2.2280 5.3100 -0.4579  -0.038
104 C -3.5048 4.7896 -0.3011  0.003
105 C -4.5949 5.3966 -0.9078  -0.385
106 C -4.3977 6.5348 -1.6728  -0.745
107 S -3.7388 3.2965 0.6129  1.240
108 O -5.1443 3.1387 0.8262  -0.787
109 O -2.8093 3.2768 1.7122  -0.517
110 N -3.2396 2.0885 -0.3669  0.037
111 C -3.8045 1.9759 -1.7141  -0.635
112 C -3.2850 0.6958 -2.3666  -0.835
113 C -1.7569 0.7108 -2.4195  0.223
114 O -1.1812 1.0371 -3.4613  -0.616
115 O -1.1673 0.4326 -1.3144  0.049
116 H -1.9448 8.7395 -2.5332  0.358
117 H -3.6827 9.0522 -2.4775  0.380
118 H -3.0112 8.0467 -3.7541  0.302
119 H -1.0524 6.8614 -1.3441  0.341
120 H -1.3855 4.8334 0.0255  0.182
121 H -5.5843 4.9853 -0.7614  0.505
122 H -5.2485 7.0168 -2.1387  0.416
123 H -2.2308 1.9778 -0.3493  -0.015
124 H -3.5331 2.8411 -2.3294  0.408
125 H -4.8894 1.9502 -1.6210  0.450
126 H -3.6713 0.6162 -3.3809  0.456
127 H -3.6225 -0.1599 -1.7807  0.217

Force components x, y, z for each atom (eV/Å):
Ba 0.4 0.2 -0.5
C 0.0 0.0 0.0
N 0.0 0.0 0.0
C 0.0 0.0 0.0
C 0.0 0.0 0.0
N -0.2 -0.2 -0.1
C -0.1 0.1 0.0
C 0.0 0.1 0.0
N -0.4 0.0 0.3
C 0.0 0.0 0.0
C 0.0 -0.1 -0.1
N -0.2 0.0 0.2
C 0.0 0.1 0.1
N 0.1 -0.1 -0.1
C 0.0 0.0 0.0
C -0.1 0.0 -0.1
N 0.1 0.0 0.0
C 0.0 0.0 0.0
C 0.0 0.0 0.0
C 0.1 0.0 -0.1
C 0.1 -0.1 0.0
N 0.1 -0.3 0.1
C 0.1 0.1 -0.3
N -0.1 0.1 0.1
C -0.1 0.0 0.0
C 0.0 0.0 0.0
N 0.1 0.0 0.1
C 0.0 0.0 0.0
C 0.0 0.0 0.0
N 0.0 0.0 0.0
C 0.1 0.0 0.0
C 0.0 0.0 0.0
H 0.0 0.0 0.0
H 0.0 0.0 0.0
H 0.0 0.0 0.0
H 0.0 0.0 0.0
H 0.0 0.0 0.0
H 0.0 0.0 0.0
H 0.0 0.0 0.0
H 0.1 -0.1 -0.1
H 0.0 0.0 0.0
H -0.1 0.0 0.0
H 0.0 0.0 0.0
H 0.0 0.0 0.0
H 0.0 0.0 0.0
H 0.0 0.0 0.0
H 0.0 0.0 0.0
H 0.0 0.0 0.0
H 0.0 0.0 0.0
H 0.0 0.0 0.0
H 0.0 -0.1 0.1
H 0.1 0.1 0.0
H 0.0 0.0 0.0
H 0.0 0.0 0.0
H 0.0 0.0 0.0
H 0.0 0.0 0.0
H 0.0 0.0 0.0
H 0.0 0.0 0.0
H 0.0 0.0 0.0
H 0.0 0.0 0.0
H 0.0 0.0 0.0
H 0.0 0.0 0.0
H 0.2 0.1 0.2
H 0.0 0.0 0.0
H 0.0 0.0 0.0
H 0.0 0.0 0.0
H 0.0 0.0 0.0
H 0.0 0.0 0.0
H 0.0 0.0 0.0
H 0.0 0.0 0.0
H 0.0 0.0 0.0
H 0.0 0.0 0.0
H 0.0 0.0 0.0
H 0.0 0.0 0.0
H -0.2 -0.1 0.1
H 0.0 0.0 0.0
H 0.0 0.0 0.0
H 0.0 0.0 0.0
H 0.0 0.0 0.0
H 0.0 0.0 0.0
C 0.0 0.0 0.0
C 0.0 0.0 0.0
C 0.0 0.0 0.0
C -0.1 0.0 0.0
N 0.1 -0.1 0.0
C 0.0 0.0 -0.1
N 0.1 0.1 -0.1
N 0.0 -0.1 0.0
N 0.0 0.1 0.1
H 0.0 0.0 0.0
H 0.0 0.0 0.0
H 0.0 0.0 0.0
H 0.0 0.0 0.0
H 0.0 0.0 0.0
H 0.0 0.0 0.0
H 0.0 0.0 0.0
H 0.0 0.0 0.0
H 0.0 0.0 0.0
H 0.0 0.0 0.1
C 0.0 0.0 0.0
C 0.0 0.0 0.0
C 0.0 0.0 0.0
C 0.0 0.0 0.0
C 0.0 0.0 0.0
C 0.0 0.0 0.0
C 0.0 0.0 0.0
S 0.0 -0.1 -0.2
O 0.0 0.0 0.0
O 0.0 0.1 0.1
N -0.1 0.2 0.1
C 0.0 0.0 0.0
C 0.1 -0.1 -0.1
C -0.2 0.2 0.0
O 0.0 -0.1 0.0
O 0.1 0.0 0.0
H 0.0 0.0 0.0
H 0.0 0.0 0.0
H 0.0 0.0 0.0
H 0.0 0.0 0.0
H 0.0 0.0 0.0
H 0.0 0.0 0.0
H 0.0 0.0 0.0
H 0.0 -0.1 0.0
H 0.0 0.0 0.0
H 0.0 0.0 0.0
H 0.0 0.1 0.0
H 0.0 0.0 0.0

Results
- Orbital gap: 9.26 eV
- ΔE to the lowest compared entry with this formula, charge and spin: 0.0 kJ/mol
- Total charge: +1
- E_HOMO: -10.82 eV
- LUMO: -1.57 eV